*A*
This record from the Open Molecules 2025 dataset describes one molecule with the formula C3H6N2O2S. The level of theory is ωB97M-V/def2-TZVPD.

Results
highest occupied orbital energy = -9.3 eV
LUMO energy = 0.49 eV
2S+1 = 1

Last columns: bonded neighbours and bond lengths (Å).
Atoms and positions in Å:
1 C 0.461 -2.579 0.278  N4 1.177, O6 1.168
2 C 0.649 -0.191 1.166  N4 1.437, N5 1.368, H9 1.088, H10 1.070
3 C -1.420 0.843 -0.742  S8 1.849, H11 1.059, H12 1.050, H13 1.072
4 N 0.575 -1.416 0.418  C1 1.177, C2 1.437
5 N 1.007 0.873 0.384  C2 1.368, S8 1.756, H14 1.027
6 O 0.271 -3.701 0.019  C1 1.168
7 O 0.530 2.274 -1.692  S8 1.445
8 S 0.358 0.910 -1.247  C3 1.849, N5 1.756, O7 1.445
9 H -0.382 0.056 1.411  C2 1.088
10 H 1.344 -0.433 1.944  C2 1.070
11 H -1.791 -0.149 -0.738  C3 1.059
12 H -1.644 1.575 -0.024  C3 1.050
13 H -1.985 0.990 -1.642  C3 1.072
14 H 2.028 0.947 0.464  N5 1.027

=====

*B*
This record from the Open Molecules 2025 dataset describes one molecule with the formula C3H6N2O2S. The level of theory is ωB97M-V/def2-TZVPD.

Results
highest occupied orbital energy = -9.3 eV
LUMO energy = 0.57 eV
2S+1 = 1

Last columns: bonded neighbours and bond lengths (Å).
Atoms and positions in Å:
1 C 2.153 -1.152 1.049  S2 1.619, H9 1.039, H10 1.129
2 S 1.563 -0.189 -0.111  C1 1.619, O3 1.444, N4 1.704, O8 1.681
3 O 2.182 -0.408 -1.397  S2 1.444
4 N -0.097 -0.551 -0.241  S2 1.704, C5 1.383, H11 0.939
5 C -0.860 0.602 -0.285  N4 1.383, C6 1.542, N7 1.287
6 C -2.401 0.569 -0.307  C5 1.542, H12 1.064, H13 1.208, H14 1.122
7 N -0.132 1.651 -0.122  C5 1.287, O8 1.373
8 O 1.222 1.454 -0.005  S2 1.681, N7 1.373
9 H 3.191 -1.195 1.056  C1 1.039
10 H 1.710 -0.664 1.967  C1 1.129
11 H -0.253 -1.437 -0.509  N4 0.939
12 H -2.825 1.530 -0.138  C6 1.064
13 H -2.682 -0.408 0.343  C6 1.208
14 H -2.770 0.200 -1.301  C6 1.122

=====

*C*
This record from the Open Molecules 2025 dataset describes one molecule with the formula C3H6N2O2S. The level of theory is ωB97M-V/def2-TZVPD.

Results
highest occupied orbital energy = -9.3 eV
LUMO energy = 0.41 eV
2S+1 = 1

Last columns: bonded neighbours and bond lengths (Å).
Atoms and positions in Å:
1 H 0.577 -2.294 0.756  N2 1.032
2 N 0.139 -1.406 1.047  H1 1.032, C3 1.282
3 C 0.150 -0.582 0.066  N2 1.282, C4 1.545, N7 1.419
4 C 0.676 -0.759 -1.376  C3 1.545, O5 1.200, O6 1.323
5 O 1.042 0.135 -2.087  C4 1.200
6 O 0.579 -2.028 -1.739  C4 1.323, H10 0.958
7 N -0.271 0.747 0.329  C3 1.419, C8 1.460, S9 1.696
8 C -0.407 1.054 1.750  N7 1.460, H11 1.110, H12 1.094, H13 1.083
9 S -1.291 1.512 -0.789  N7 1.696, H14 1.308
10 H 0.570 -1.970 -2.695  O6 0.958
11 H -1.101 0.287 2.152  C8 1.110
12 H 0.596 1.043 2.189  C8 1.094
13 H -0.849 2.038 1.839  C8 1.083
14 H -0.410 2.223 -1.443  S9 1.308

=====

Which one sits at the top of the stability order? *C* does.

=====

*A*
This record from the Open Molecules 2025 dataset describes one molecule with the formula C2H3NO2S. The level of theory is ωB97M-V/def2-TZVPD.

Results
highest occupied orbital energy = -10.9 eV
LUMO energy = 0.54 eV
2S+1 = 1

Last columns: bonded neighbours and bond lengths (Å).
Atoms and positions in Å:
1 C 1.096 1.987 0.044  C2 1.209, H7 1.052
2 C 0.278 1.114 0.216  C1 1.209, S3 1.834
3 S -0.998 -0.199 0.104  C2 1.834, N4 1.656, O5 1.422, O6 1.420
4 N 0.048 -1.474 -0.052  S3 1.656, H8 1.001, H9 0.997
5 O -1.685 -0.217 -1.141  S3 1.422
6 O -1.746 -0.081 1.305  S3 1.420
7 H 2.032 2.382 -0.228  C1 1.052
8 H 0.632 -1.755 0.712  N4 1.001
9 H 0.343 -1.757 -0.961  N4 0.997

=====

*B*
This record from the Open Molecules 2025 dataset describes one molecule with the formula C2H3NO2S. The level of theory is ωB97M-V/def2-TZVPD.

Results
highest occupied orbital energy = -9.4 eV
LUMO energy = 0.76 eV
2S+1 = 1

Last columns: bonded neighbours and bond lengths (Å).
Atoms and positions in Å:
1 O 2.621 0.190 0.006  C2 1.171
2 C 1.830 -0.674 -0.007  O1 1.171, O3 1.404, H7 1.094
3 O 0.428 -0.589 -0.013  C2 1.404, C4 1.413
4 C -0.167 0.692 -0.058  O3 1.413, N5 1.235, H8 1.103
5 N -1.383 0.907 -0.022  C4 1.235, S6 1.765
6 S -2.439 -0.507 -0.024  N5 1.765, H9 1.343
7 H 2.034 -1.746 -0.083  C2 1.094
8 H 0.600 1.484 -0.022  C4 1.103
9 H -3.525 0.243 0.224  S6 1.343

=====

*C*
This record from the Open Molecules 2025 dataset describes one molecule with the formula C2H3NO2S. The level of theory is ωB97M-V/def2-TZVPD.

Results
highest occupied orbital energy = -10.1 eV
LUMO energy = 0.07 eV
2S+1 = 1

Last columns: bonded neighbours and bond lengths (Å).
Atoms and positions in Å:
1 O -0.315 -2.089 -0.906  C2 1.227
2 C 0.119 -1.144 -0.255  O1 1.227, S3 1.796, C4 1.539
3 S 1.899 -0.918 -0.343  C2 1.796, H7 1.373
4 C -0.814 -0.232 0.561  C2 1.539, N5 1.284, H8 1.065
5 N -0.960 1.036 0.430  C4 1.284, O6 1.402
6 O -0.047 1.521 -0.518  N5 1.402, H9 0.952
7 H 1.998 0.155 0.509  S3 1.373
8 H -1.523 -0.740 1.172  C4 1.065
9 H -0.358 2.411 -0.648  O6 0.952

=====

*D*
This record from the Open Molecules 2025 dataset describes one molecule with the formula C2H3NO2S. The level of theory is ωB97M-V/def2-TZVPD.

Results
highest occupied orbital energy (alpha / beta) = -7.8 / -8.1 eV
LUMO energy (alpha / beta) = -0.66 / -0.26 eV
2S+1 = 1

Last columns: bonded neighbours and bond lengths (Å).
Atoms and positions in Å:
1 C -2.251 -0.367 0.519  N3 1.452, O5 1.400, S6 1.794
2 C 0.291 0.412 0.031  N3 1.360, H7 1.035, H8 1.026
3 N -0.840 -0.329 0.178  C1 1.452, C2 1.360, H9 1.027
4 O -4.775 0.570 0.468  S6 1.432
5 O -2.985 -1.311 -0.209  C1 1.400, S6 1.753
6 S -3.653 0.301 -0.379  C1 1.794, O4 1.432, O5 1.753
7 H 0.039 1.416 0.035  C2 1.035
8 H 1.068 -0.227 -0.172  C2 1.026
9 H -0.755 -1.352 0.155  N3 1.027

=====

Which one sits at the top of the stability order? *B* does.